This record from the OMol25 dataset describes C17H20ClN3O3 in the gas phase. The level of theory is ωB97M-V with the def2-TZVPD basis set.

Calculated values
SMILES string: O=C(CCCc1nc(-c2ccc(Cl)cc2)no1)NC[C@@H]1CCCO1
HOMO (hartree): -0.33369
DFT total energy (eV): -41088.989
Kohn-Sham gap (eV): 9.40

Geometry as ORCA input:
```
! wB97M-V def2-TZVPD RIJCOSX def2/J DEFGRID3
* xyz 0 1
O 0.70775 2.20414 -3.60308
C 0.89864 2.02202 -2.41889
N 0.06719 1.31231 -1.63007
H 0.32837 1.12333 -0.67099
C -1.12136 0.65531 -2.11456
H -1.05425 0.60241 -3.20433
C -1.23132 -0.74164 -1.49975
H -0.28827 -1.27835 -1.67261
C -2.42617 -1.54972 -2.02393
H -2.14052 -2.22357 -2.82741
C -2.91058 -2.27806 -0.77183
H -3.96300 -2.54701 -0.81179
C -2.61007 -1.23846 0.30393
H -2.46341 -1.66258 1.29889
O -1.39604 -0.62666 -0.08584
H -3.41208 -0.48693 0.34958
H -2.31574 -3.17495 -0.59746
H -3.19918 -0.87260 -2.39042
H -2.01138 1.23642 -1.84001
C 2.09013 2.58609 -1.65466
H 2.79140 3.00450 -2.37575
H 2.57055 1.75874 -1.13342
C 1.65433 3.65437 -0.63786
H 1.88103 4.64715 -1.02696
H 0.57453 3.60426 -0.48468
C 2.35034 3.49585 0.72078
C 1.86176 2.29896 1.44587
N 1.67160 1.10195 0.98072
C 1.18936 0.41017 2.06071
N 1.09930 1.16021 3.12851
O 1.53320 2.38957 2.73978
C 0.81300 -0.98546 1.98808
C 0.08320 -1.57431 3.01777
C -0.31797 -2.89142 2.91588
C 0.01472 -3.61894 1.78187
C 0.76043 -3.05119 0.75973
C 1.15764 -1.73372 0.86544
H 1.73219 -1.26887 0.07985
H 1.01640 -3.63671 -0.10966
Cl -0.51598 -5.25728 1.63807
H -0.89304 -3.35422 3.70286
H -0.17169 -0.98430 3.88379
H 3.42907 3.40363 0.57007
H 2.16594 4.36556 1.35377
*
```